[1]
Computed, not measured: a gas-phase ion, C4H6NS (charge +1) in a non-equilibrium geometry, with wB97M-V/def2-TZVPD.

Structure (XYZ):
```
12
Properties=species:S:1:pos:R:3:forces:R:3
C -0.4437 2.4902 -1.0994 -0.2 -1.6 0.2
C -1.1132 -0.4727 0.4685 -1.1 2.1 -0.7
C -0.3051 1.4519 -0.4985 -0.1 0.7 -0.7
C 1.2689 -0.0634 0.3200 4.1 -2.2 0.7
N -0.0670 0.2435 0.1362 -3.8 1.5 -0.6
S -2.7661 -0.0629 0.1727 0.5 -1.7 1.8
H -0.6845 3.2315 -1.8320 0.2 0.3 0.3
H -1.0638 -1.3171 1.0581 1.2 -1.8 1.0
H 1.6301 -0.7694 -0.4579 -0.2 0.8 -0.1
H 1.4827 -0.6782 1.2312 -0.5 1.0 -0.3
H 1.8553 0.8726 0.2803 -0.2 -0.7 0.2
H -3.1179 -1.0905 1.1645 0.1 1.7 -1.8
```
Positions in Å, forces in eV/Å.

Output
E_HOMO	-14.5	eV
net charge	+1
energy above the lowest of the compared OMol25 structures with the same formula, charge and spin	231.1	kJ/mol
gap between HOMO and LUMO	9.157	eV
LUMO energy	-5.367	eV

Mulliken atomic charge list, values in e, 8 entries: atom 1 (C): -0.053, atom 2 (C): 0.160, atom 3 (C): -0.411, atom 4 (C): -0.818, atom 5 (N): 0.104, atom 6 (S): -0.055, atom 7 (H): 0.431, atom 8 (H): 0.388

[2]
Computed, not measured: a molecular structure, C22H28IN7STa in a non-equilibrium geometry, with wB97M-V/def2-TZVPD.

Structure (XYZ):
```
60
Properties=species:S:1:pos:R:3:forces:R:3
Ta 0.7146 0.1721 -1.2699 -0.6 -0.1 0.9
N 4.3089 2.7934 -2.0150 0.0 0.0 0.0
C 3.0779 2.3085 -1.9699 0.2 -0.2 -0.2
S 2.9232 0.5272 -2.1308 -0.7 -0.3 0.3
N 2.0460 3.0657 -1.8549 -0.3 0.6 0.2
N 0.8623 2.4034 -1.8030 0.6 -1.0 0.2
C -0.1884 3.0435 -2.1487 0.0 0.3 0.0
C -1.4247 2.3016 -2.2115 -0.3 0.0 -0.1
C -2.5934 2.8531 -2.6831 -0.1 0.1 0.0
C -3.7262 2.0478 -2.7934 0.0 0.0 0.0
C -3.6479 0.7246 -2.3941 0.0 0.0 0.0
C -2.4429 0.2351 -1.9216 0.0 0.0 -0.1
N -1.3395 1.0008 -1.8415 0.7 -0.7 0.1
H 5.1180 2.2074 -2.1431 0.0 0.0 0.0
H 4.4434 3.7959 -1.9959 0.0 0.0 0.0
H -0.1259 4.0865 -2.4424 0.0 0.0 0.0
H -2.6138 3.8954 -2.9736 0.0 0.0 0.0
H -4.6485 2.4491 -3.1933 0.0 0.0 0.0
H -4.5049 0.0680 -2.4497 0.0 0.0 0.0
H -2.3500 -0.7922 -1.5984 0.0 0.0 0.0
C -2.5703 1.2626 4.0074 0.0 0.0 0.0
C -2.1194 0.4658 2.8188 -0.1 0.0 0.0
C -2.9226 -0.5687 2.3190 0.0 0.1 0.0
C -2.5367 -1.3595 1.2470 -0.1 0.1 -0.1
C -3.4005 -2.4965 0.7751 0.0 0.1 0.0
C -1.2841 -1.1163 0.6805 0.2 -0.2 0.2
C -0.4447 -0.1217 1.1931 -0.3 -0.1 -0.4
C -0.8890 0.7037 2.2240 0.0 0.3 -0.2
N 0.8825 -0.0243 0.6394 0.5 0.3 -1.1
C 2.0991 0.0071 1.5771 0.6 -0.1 0.3
C 2.6748 1.4225 1.5818 -0.2 0.0 -0.1
C 3.1461 -0.9987 1.0776 -0.2 -0.1 -0.1
C 1.7547 -0.4159 3.0081 -0.3 0.0 0.0
H -3.6137 1.5595 3.9063 0.0 0.0 0.0
H -1.9629 2.1522 4.1592 0.0 0.0 0.0
H -2.4981 0.6469 4.9063 0.0 0.0 0.0
H -3.8768 -0.7619 2.7976 0.0 0.0 0.0
H -3.4921 -3.2422 1.5657 0.0 0.0 0.0
H -2.9863 -2.9908 -0.1044 0.0 0.0 0.0
H -4.4113 -2.1586 0.5442 0.0 0.0 0.0
H -0.9183 -1.7988 -0.0792 0.0 -0.1 0.1
H -0.2824 1.5314 2.5662 0.1 -0.1 0.1
H 2.9819 1.7369 0.5840 0.1 0.0 0.0
H 3.5480 1.4469 2.2323 0.0 0.0 0.0
H 1.9543 2.1434 1.9710 0.0 0.0 0.0
H 3.3278 -0.9533 0.0066 0.0 0.0 0.0
H 2.8551 -2.0167 1.3417 0.0 0.0 0.0
H 4.0894 -0.7917 1.5801 0.0 0.0 0.0
H 1.3228 0.3867 3.6011 0.0 0.0 0.0
H 2.6848 -0.7087 3.4932 0.0 0.0 0.0
H 1.0812 -1.2740 3.0344 0.1 0.0 0.0
I 1.6231 -5.9618 -0.4558 0.0 0.0 0.0
C 1.3926 -4.1592 -1.4130 0.0 0.0 0.2
C 1.5197 -3.8817 -2.7740 0.0 0.1 0.0
N 1.2922 -2.5827 -2.9534 0.1 -0.1 -0.2
N 1.0122 -1.9662 -1.7764 -0.3 1.5 0.3
C 1.0836 -2.9453 -0.8329 0.2 -0.4 -0.2
H 1.7612 -4.5375 -3.5975 0.0 0.0 0.0
H 1.3149 -2.0806 -3.8290 0.0 0.1 0.0
H 0.9189 -2.7393 0.2104 0.0 0.1 0.0
```
Positions in Å, forces in eV/Å.

Output
E_HOMO	-16.9	eV
net charge	+3
energy above the lowest of the compared OMol25 structures with the same formula, charge and spin	26.6	kJ/mol
gap between HOMO and LUMO	5.701	eV
LUMO energy	-11.236	eV

Mulliken atomic charge list, values in e, 8 entries: atom 1 (Ta): 1.243, atom 2 (N): -0.305, atom 3 (C): 0.649, atom 4 (S): -0.334, atom 5 (N): -1.474, atom 6 (N): 0.696, atom 7 (C): -0.241, atom 8 (C): 0.821

[3]
Computed, not measured: a molecular structure, C39H56CdF4N4OSb2Se, with wB97M-V/def2-TZVPD.

Structure (XYZ):
```
108
Properties=species:S:1:pos:R:3:forces:R:3
Cd -0.8305 -0.4220 1.0905 -0.4 0.4 -0.2
C 1.9629 0.8335 3.3250 0.1 0.0 -0.1
N 1.0188 0.5843 4.3799 0.0 0.0 -0.1
C 0.6017 -0.7970 4.4340 0.0 0.0 0.1
C -0.0376 1.5836 4.4626 0.0 -0.1 0.1
C -0.7543 1.9805 3.1717 0.0 0.0 0.0
N -1.5670 0.9120 2.6046 0.2 -0.2 0.1
C -2.9236 0.9954 2.5338 0.0 0.0 0.1
C -3.6583 -0.1949 2.3285 0.0 -0.1 0.0
F -2.9639 -1.3718 2.2890 0.0 0.0 0.0
C -5.0214 -0.2539 2.1692 0.0 0.0 0.0
F -5.5909 -1.4527 1.9673 0.0 0.0 0.0
C -5.8039 0.8816 2.2297 0.0 0.0 0.0
C -5.1274 2.0629 2.4495 0.0 0.0 0.0
F -5.8158 3.2148 2.4924 0.0 0.0 0.0
C -3.7563 2.1350 2.5969 0.1 0.0 -0.1
F -3.2399 3.3787 2.7346 0.1 0.0 0.0
H 2.8534 0.2205 3.4627 0.0 0.0 0.0
H 1.5754 0.5985 2.3093 0.0 0.0 0.0
H 2.2622 1.8831 3.3235 0.0 0.0 0.0
H 1.4845 -1.4358 4.5112 0.0 0.0 0.0
H -0.0215 -0.9686 5.3122 0.0 0.0 0.0
H 0.0204 -1.1300 3.5552 0.0 0.0 0.0
H -0.7807 1.2308 5.1817 0.0 0.0 0.0
H 0.4066 2.4972 4.8761 0.0 0.0 0.0
H -1.3426 2.8598 3.4144 -0.1 0.1 0.0
H -0.0117 2.3124 2.4354 0.0 0.0 0.0
H -6.8741 0.8522 2.0988 0.0 0.0 0.0
C 2.8894 -4.6189 4.1071 0.0 0.0 0.0
Sb 2.2713 -3.8332 2.1941 0.0 0.1 0.0
C 0.4634 -4.9864 2.1062 0.0 0.0 0.0
C 3.5680 -5.1861 1.0528 -0.1 0.0 0.0
C 2.8859 -6.3935 0.4886 0.1 0.0 0.0
C 2.6330 -7.4698 1.3415 0.0 0.0 0.0
C 1.9777 -8.6101 0.9124 0.0 0.0 0.0
C 1.5664 -8.6982 -0.4098 0.0 0.0 0.0
C 1.8353 -7.6519 -1.2749 0.0 0.0 0.0
C 2.4951 -6.4923 -0.8598 0.0 0.0 0.0
C 2.7562 -5.4159 -1.8697 0.0 0.1 0.1
Sb 1.5243 -3.6207 -1.6173 0.0 -0.2 0.2
C 1.6189 -3.0676 -3.6863 0.1 0.0 0.0
C -0.3235 -4.7119 -1.7925 0.0 0.0 0.0
H 3.9122 -4.2998 4.3080 0.0 0.0 0.0
H 2.8494 -5.7081 4.0894 0.0 0.0 0.0
H 2.2479 -4.2551 4.9096 0.0 0.0 0.0
H 0.6154 -5.9709 2.5451 0.0 0.0 0.0
H 0.1533 -5.1096 1.0714 0.0 0.0 -0.1
H -0.3222 -4.4601 2.6491 0.0 0.0 0.0
H 4.3210 -5.4869 1.7829 0.0 0.0 0.0
H 4.0610 -4.5848 0.2920 0.0 0.0 0.0
H 2.9651 -7.4031 2.3722 0.0 0.0 0.0
H 1.7945 -9.4241 1.6018 0.0 0.0 0.0
H 1.0542 -9.5813 -0.7691 0.0 0.0 0.0
H 1.5349 -7.7299 -2.3140 0.0 0.0 0.0
H 2.5472 -5.7883 -2.8730 0.0 0.0 0.0
H 3.7979 -5.0888 -1.8449 0.0 0.0 0.0
H 1.6204 -3.9658 -4.3031 0.0 0.0 0.0
H 2.5209 -2.4901 -3.8843 0.0 0.0 0.0
H 0.7473 -2.4578 -3.9170 0.0 0.0 0.0
H -0.5963 -4.7994 -2.8442 0.0 0.0 0.0
H -1.1273 -4.2058 -1.2600 0.0 0.0 0.0
H -0.1925 -5.7099 -1.3745 0.0 0.0 0.0
C -2.7361 -1.4798 -1.1355 0.0 0.0 0.0
C -1.2652 -1.2232 -0.9153 0.3 -0.1 0.2
O -0.4691 -1.3504 -1.8137 0.0 0.0 -0.1
H -2.9107 -1.8541 -2.1451 0.0 0.0 0.0
H -3.2811 -0.5438 -0.9860 0.0 0.0 0.0
H -3.1004 -2.1874 -0.3875 0.0 0.0 0.0
C -0.6227 4.2835 -4.8360 0.0 0.0 0.0
C -0.3722 2.8234 -5.2046 0.0 0.0 0.0
C -0.6567 1.8207 -4.0858 0.0 0.0 0.0
C 0.3770 1.7776 -2.9668 0.0 0.1 0.0
N 0.3845 2.9361 -2.0693 0.0 -0.1 0.0
C -0.5321 3.1706 -1.0963 0.1 0.0 0.1
Se -2.0579 2.2049 -0.7646 0.0 0.0 0.0
N -0.1063 4.2513 -0.3900 0.0 0.0 0.0
C -0.7585 4.8247 0.7820 0.0 0.0 0.0
C -1.4261 6.1707 0.5246 0.0 0.0 0.0
C -2.6761 6.0963 -0.3581 0.0 0.0 0.0
C -2.3785 6.1167 -1.8538 0.0 0.0 0.0
C 1.1048 4.6930 -0.8985 0.0 -0.1 0.0
C 1.9479 5.7202 -0.5035 0.0 0.0 0.0
C 3.1235 5.8810 -1.2203 0.0 0.0 0.0
C 3.4401 5.0443 -2.2930 0.0 0.0 0.0
C 2.5965 4.0148 -2.6823 0.0 0.0 0.0
C 1.4246 3.8507 -1.9602 0.0 0.0 0.0
H -0.5354 4.9269 -5.7125 0.0 0.0 0.0
H 0.0847 4.6530 -4.0932 0.0 0.0 0.0
H -1.6280 4.4090 -4.4286 0.0 0.0 0.0
H 0.6597 2.6986 -5.5521 0.0 0.0 0.0
H -1.0091 2.5667 -6.0544 0.0 0.0 0.0
H -0.6744 0.8112 -4.5053 0.0 0.0 0.0
H -1.6451 1.9963 -3.6574 0.0 0.0 0.0
H 1.3751 1.7263 -3.4042 0.0 0.0 0.1
H 0.2396 0.8892 -2.3524 -0.1 0.0 0.0
H 0.0030 4.9102 1.5614 0.0 0.0 0.0
H -1.4989 4.0978 1.1124 0.0 0.0 0.0
H -0.7054 6.8691 0.0869 0.0 0.0 0.0
H -1.6930 6.5713 1.5055 0.0 0.0 0.0
H -3.3251 6.9401 -0.1134 0.0 0.0 0.0
H -3.2354 5.1908 -0.1078 0.0 0.0 0.0
H -1.8056 7.0068 -2.1261 0.0 0.0 0.0
H -3.3008 6.1219 -2.4360 0.0 0.0 0.0
H -1.8062 5.2431 -2.1650 0.0 0.0 0.0
H 1.7001 6.3691 0.3252 0.0 0.0 0.0
H 3.8079 6.6715 -0.9443 0.0 0.0 0.0
H 4.3642 5.2008 -2.8326 0.0 0.0 0.0
H 2.8484 3.3748 -3.5164 0.0 0.0 0.0
```
Positions in Å, forces in eV/Å.

Output
E_HOMO	-7.4	eV
energy above the lowest of the compared OMol25 structures with the same formula, charge and spin	70.3	kJ/mol
gap between HOMO and LUMO	7.358	eV
LUMO energy	-0.036	eV

Mulliken atomic charge list, values in e, 8 entries: atom 1 (Cd): 0.806, atom 2 (C): -0.753, atom 3 (N): 0.165, atom 4 (C): -0.638, atom 5 (C): -1.705, atom 6 (C): 0.009, atom 7 (N): -0.041, atom 8 (C): 0.164